Entry 1:
Formula: C3H14O3S
Source: the OMol25 dataset
Level of theory: ωB97M-V with the def2-TZVPD basis set

```
21
Properties=species:S:1:pos:R:3:forces:R:3:lowdin_spin:R:1
C -2.17912 -0.01015 2.60780 -0.5 0.7 0.1 0.033
C -0.68385 -0.06773 2.92277 -0.2 0.9 0.6 0.073
S 0.39474 0.23164 1.54474 0.5 -0.3 -0.1 0.709
C 0.12432 1.90713 1.12735 -1.1 0.6 1.3 0.101
H -2.47710 0.81609 1.96171 0.2 0.0 -0.1 0.001
H -2.55106 -0.92516 2.16223 0.2 -0.2 0.0 0.000
H -2.71783 0.16833 3.53991 0.1 -0.2 0.0 0.002
H -0.34714 0.57491 3.75142 -0.3 0.5 -0.4 0.020
H -0.45992 -1.01324 3.33468 0.5 -1.5 -0.1 0.000
H -0.92876 2.08879 1.42785 0.1 0.0 -1.1 0.019
H 0.45593 2.13703 0.12555 -0.3 -0.1 -0.2 0.003
H 0.55262 2.63259 1.82970 0.8 -0.4 0.1 0.034
H -0.16842 -2.38984 1.28484 -0.1 -0.1 -0.3 0.002
H -0.79369 -3.58517 0.54028 0.0 0.0 0.0 0.000
O -0.17368 -3.34812 1.23857 0.0 0.0 0.2 0.003
H 1.81576 -1.41865 -6.31043 -0.1 -0.2 -0.2 0.000
H 1.95368 -2.96320 -6.42312 -0.1 0.1 -0.2 0.000
O 2.22197 -2.19365 -5.91564 0.2 0.1 0.4 0.000
H 1.76724 2.14877 -2.89541 0.0 -0.1 -0.1 0.000
H 1.94934 2.47517 -4.36684 0.1 0.1 0.0 0.000
O 2.24497 2.73447 -3.48796 -0.1 0.0 0.1 0.000
```
Forces are in eV/Å.

## Properties
* ΔE to the lowest compared entry with this formula, charge and spin: 23.2 kcal per mole
* energy: -20306.4841 eV
* charge: +1
* gap between HOMO and LUMO (alpha / beta): 10.04 / 4.75 eV
* lowest unoccupied orbital energy (alpha / beta): -3.34 / -8.63 eV
* spin multiplicity: 2
* HOMO energy (alpha / beta): -0.4917 / -0.4917 Ha


Entry 2:
Formula: C17H34BBr2LiN2O3P
Source: the OMol25 dataset
Level of theory: ωB97M-V with the def2-TZVPD basis set

```
61
Properties=species:S:1:pos:R:3:forces:R:3:mulliken_charge:R:1
C 2.54289 -4.11161 1.67325 0.2 0.9 -0.1 -0.251
C 2.92689 -3.02461 1.31453 -0.2 -0.7 0.2 -0.207
C 3.43720 -1.73567 0.84289 0.0 0.1 -0.1 -0.903
C 2.48228 -1.04635 -0.14789 0.1 -0.2 0.2 -0.819
C 1.15510 -0.69206 0.54649 0.4 -0.2 -0.2 -1.681
P 0.15664 0.62073 -0.27433 0.0 0.1 0.2 1.170
C -0.41368 -0.67858 -1.76457 -0.3 -0.3 -0.5 -1.203
C -1.52992 -1.59785 -1.46394 0.8 0.1 0.0 -0.349
O -2.64966 -1.46940 -1.90769 -0.6 0.4 0.1 -0.639
N -1.27492 -2.62762 -0.51036 -0.6 -0.1 -0.6 0.336
C -2.52708 -3.23519 -0.13266 -0.1 -0.7 0.6 -1.357
C -0.26846 -3.62461 -0.95192 0.1 0.0 0.4 -0.832
C 1.09861 1.56195 -1.57262 -0.1 0.0 -0.3 -1.841
C 0.60959 2.91085 -2.11524 0.4 0.2 -0.4 0.620
C -0.77845 2.91546 -2.72623 0.0 0.3 0.0 -1.477
O 1.50263 3.29206 -3.17832 -0.1 -0.2 0.0 -0.617
B -1.75336 0.85576 0.25596 0.2 0.4 0.2 0.891
O -2.69788 1.24162 -0.63729 0.0 -0.3 0.1 -0.791
N -2.13790 0.66783 1.63547 -0.6 -0.9 -0.8 0.042
C -1.84959 -0.62311 2.23814 0.3 0.5 0.6 -0.470
C -3.52454 1.04016 1.90271 0.1 0.3 0.5 -1.069
C 0.63780 1.88023 1.17445 0.1 0.1 0.0 -0.991
Br -0.49585 3.47755 1.11025 0.0 0.1 0.0 -0.145
C 2.12500 2.19593 1.34811 0.0 0.2 0.3 0.610
C 2.61357 3.60904 1.08026 0.4 -0.2 -0.1 -1.613
Br 2.65228 1.73678 3.20334 0.1 -0.1 0.0 -0.129
H 2.22932 -5.04561 2.06913 0.0 -0.1 0.0 0.411
H 4.40827 -1.88935 0.36696 0.0 -0.1 0.0 0.522
H 3.61729 -1.07299 1.69438 -0.1 -0.1 0.0 0.265
H 2.31026 -1.73430 -0.97860 0.0 0.1 -0.1 0.424
H 3.00045 -0.17460 -0.54748 0.0 0.0 0.0 0.334
H 0.55778 -1.59967 0.57679 -0.1 0.0 0.1 0.679
H 1.37503 -0.40878 1.57790 -0.1 0.1 0.0 0.935
H 0.44712 -1.23204 -2.14644 0.1 0.1 0.2 0.848
H -0.78261 -0.06450 -2.58955 0.1 0.0 0.0 0.266
H -2.97638 -3.89580 -0.88546 0.1 0.1 -0.1 0.432
H -3.25202 -2.43615 0.06813 0.0 0.3 -0.2 0.027
H -2.33572 -3.82662 0.78618 0.1 -0.1 -0.1 0.720
H -0.73996 -4.60429 -1.04741 0.0 0.0 -0.1 0.457
H 0.54618 -3.70621 -0.23213 0.0 0.0 0.0 0.087
H 0.13603 -3.35451 -1.92367 0.0 0.0 0.0 0.384
H 2.11896 1.70399 -1.20593 -0.1 0.0 0.2 0.783
H 1.19060 0.91740 -2.44892 0.0 -0.1 0.1 0.897
H 0.68577 3.69265 -1.36296 -0.2 -0.1 0.2 0.013
H -1.54151 3.15657 -1.98722 0.0 -0.2 0.1 0.212
H -0.80272 3.70774 -3.47503 0.0 0.0 0.0 0.537
H -1.00517 1.98195 -3.24564 0.0 0.0 0.0 0.230
H 2.35150 2.85131 -3.07921 0.0 0.1 0.1 0.390
H -2.48051 1.08435 -1.56200 0.0 0.2 -0.1 0.323
H -2.68027 -1.33404 2.04632 0.1 -0.1 -0.1 -0.233
H -1.77522 -0.52891 3.32583 -0.1 0.0 0.0 0.385
H -0.91919 -1.04770 1.87766 0.0 -0.1 -0.1 0.311
H -3.70018 1.01456 2.98102 0.0 0.0 0.0 0.373
H -4.23607 0.35621 1.41858 0.0 0.0 -0.1 0.246
H -3.71749 2.05467 1.56220 0.0 -0.1 -0.1 0.277
H 0.28361 1.40987 2.08740 -0.1 -0.1 -0.1 1.059
H 2.72673 1.50437 0.76275 -0.1 -0.1 0.0 -0.084
H 2.30872 4.29134 1.87070 -0.2 0.0 -0.2 0.465
H 2.26984 3.96541 0.10801 -0.1 0.1 0.1 0.296
H 3.70449 3.60341 1.06184 0.0 0.0 0.0 0.456
Li -4.25473 -3.34352 1.45109 0.2 0.1 -0.1 0.990
```
Forces are in eV/Å.

## Properties
* energy: -177550.9012 eV
* charge: +1
* gap between HOMO and LUMO: 5.77 eV
* lowest unoccupied orbital energy: -4.84 eV
* spin multiplicity: 1
* HOMO energy: -0.3897 Ha


Entry 3:
Formula: C21H29N3O6S
Source: the OMol25 dataset
Level of theory: ωB97M-V with the def2-TZVPD basis set

```
60
Properties=species:S:1:pos:R:3:forces:R:3:mulliken_charge:R:1
C -4.47093 -3.47201 -5.03181 1.0 -1.3 -3.0 -0.778
C -4.77753 -4.89555 -4.56241 2.4 2.4 1.8 -0.416
O -3.51626 -5.59185 -4.44861 1.1 0.5 4.6 -0.396
C -3.04095 -5.54555 -2.99813 0.2 -1.6 0.6 -0.518
C -2.61745 -4.08174 -2.40589 11.2 -9.7 -1.2 -0.858
H -1.71576 -3.77018 -3.07417 -2.0 0.0 0.9 0.211
C -1.64825 -4.43548 -0.90128 0.5 4.3 -7.5 -1.401
N -1.26098 -3.06189 -0.66141 2.1 -0.6 1.0 0.073
C -1.83955 -2.41328 0.36015 -2.5 -3.2 1.8 0.257
O -2.86869 -2.95468 1.03938 4.3 3.0 -2.8 -0.801
C -1.07823 -1.19780 0.64311 -7.8 1.0 7.9 -0.573
C -1.73552 -0.41798 1.72839 -3.5 -3.9 1.6 -0.246
N -1.60336 0.75574 2.38724 10.8 -5.0 -13.0 0.693
C -0.35676 1.28379 1.62984 -2.1 4.9 1.3 0.570
C -0.06577 2.71704 2.05939 0.0 -4.7 1.7 -0.857
C 1.10801 3.24251 1.57898 -2.2 4.1 2.5 -0.730
C 1.56183 2.65360 0.52681 5.8 -1.9 -6.3 -0.141
C 1.30769 1.42010 0.04081 1.3 -1.9 -4.1 0.324
C 0.20368 0.70094 0.43430 0.3 2.9 6.0 -0.522
C -0.02854 -0.64981 0.10091 0.1 3.3 -1.0 1.215
O 0.44949 -0.98960 -0.90954 4.3 -3.5 -6.0 -0.809
H 1.96907 0.93793 -0.86220 -1.8 1.4 2.3 0.299
S 3.06792 3.53934 -0.46775 -2.4 -3.3 -2.4 1.259
O 2.71823 4.87637 -0.47402 -1.7 4.7 -0.2 -0.708
O 3.40604 3.02918 -1.83402 -0.3 -0.3 3.9 -0.682
N 4.07799 3.49318 0.77363 1.1 2.7 1.2 0.310
C 4.99234 4.64617 0.89020 5.2 -2.7 -3.0 -0.823
H 4.61758 5.52127 0.51378 -1.6 2.3 0.4 0.743
C 6.04788 4.54559 2.12545 -5.2 -1.9 -2.3 -0.752
H 6.75287 5.23507 2.02843 2.8 3.3 -0.3 0.455
O 6.62325 3.31239 2.02715 0.2 -1.1 0.5 -0.363
C 5.59271 2.37915 2.14887 3.5 -4.9 0.9 -0.877
H 6.23191 1.29465 2.23226 -2.2 2.8 0.0 0.267
C 4.69798 2.31073 1.02921 3.0 -3.3 -5.5 -0.464
H 3.97653 1.52558 1.07887 -0.3 -0.8 0.3 0.367
H 5.48633 1.95388 -0.11017 -2.1 1.0 3.1 0.275
H 4.90751 2.47666 2.96846 0.3 0.5 1.5 0.416
H 5.46809 4.56539 3.01562 -0.3 0.7 1.2 0.360
H 5.79411 4.48397 -0.15639 -1.7 0.2 2.9 0.259
H 1.53191 4.24664 1.75542 -0.5 -0.5 0.6 0.451
H -0.50417 2.95145 3.06284 0.3 0.5 -1.4 0.332
C -1.92767 1.13574 3.52995 -16.3 -4.3 -1.5 -1.225
C -3.21104 2.22751 3.00815 -2.4 -3.3 1.5 -0.999
H -2.87439 3.03846 2.50188 1.6 2.7 -1.0 0.395
H -3.89500 1.75090 2.23382 1.2 -0.3 0.9 0.296
H -3.95641 2.49175 3.77269 0.7 0.2 0.2 0.415
H -2.73145 0.32942 4.04929 2.6 1.6 -1.2 0.275
H -1.64370 1.64094 4.19528 6.5 6.8 9.1 0.834
H -2.65068 -0.99851 2.18935 1.8 0.7 -1.1 0.308
H -0.31253 -2.63912 -1.04207 -2.4 -0.9 0.8 0.270
H -2.42531 -4.81137 -0.45533 -3.3 -2.0 4.0 0.730
H -0.88912 -5.08493 -1.30647 0.3 0.0 0.4 0.409
H -3.37682 -3.56808 -2.47223 -7.3 5.9 0.6 0.879
H -2.21207 -6.37097 -2.92327 -1.0 2.0 -0.5 0.290
H -3.82005 -6.04847 -2.23699 0.9 1.3 -1.9 0.270
H -5.08967 -5.57852 -5.24254 -3.1 -1.2 -2.1 0.419
H -5.31112 -4.69805 -3.57504 0.3 -1.3 -1.2 0.273
H -5.36354 -2.93764 -5.26981 -0.7 0.5 0.0 0.363
H -3.81198 -3.46401 -6.02720 -1.2 -0.1 2.3 0.209
H -3.95967 -3.03603 -4.21118 0.6 0.9 0.2 0.166
```
Forces are in eV/Å.

## Properties
* ΔE to the lowest compared entry with this formula, charge and spin: 466.7 kcal per mole
* energy: -49820.1040 eV
* gap between HOMO and LUMO: 8.13 eV
* lowest unoccupied orbital energy: -0.46 eV
* spin multiplicity: 1
* HOMO energy: -0.3155 Ha


Entry 4:
Formula: C37H43I2NO5P
Source: the OMol25 dataset
Level of theory: ωB97M-V with the def2-TZVPD basis set

```
89
Properties=species:S:1:pos:R:3:forces:R:3:mulliken_charge:R:1
C 3.36424 1.11698 0.78287 0.0 0.2 -0.1 -0.948
C 2.65172 1.19040 -0.56018 0.0 0.2 0.2 -0.796
N 2.19607 -0.10632 -1.08099 0.3 0.3 -0.6 0.716
P 3.27420 -1.38790 -1.42794 -0.5 -0.2 0.0 0.153
O 3.63450 -1.85544 0.10500 0.0 -0.1 0.1 -0.514
I 5.47060 -0.32212 -1.93134 0.2 0.1 0.1 -0.235
C 1.16345 -0.02392 -2.09948 0.0 0.0 0.2 -0.992
I 1.94495 0.96980 -3.92536 0.0 0.0 0.0 -0.053
O 0.14190 0.84284 -1.69634 0.1 0.1 0.2 -0.230
C -0.94007 0.28134 -0.95643 -0.2 0.0 -0.2 -0.986
C -0.59428 -0.19098 0.45550 -0.1 0.0 0.1 1.059
C -0.46409 0.95886 1.45723 0.1 -0.1 0.0 -1.607
O -1.67472 -1.04256 0.88046 0.2 -0.1 0.1 -0.375
C 0.61018 -1.47503 -2.48940 0.3 0.5 0.9 0.834
O 0.42134 -2.18597 -1.47844 0.1 -0.4 0.7 -0.492
O 0.39163 -1.69423 -3.65312 -0.4 -0.3 -1.5 -0.728
H 3.67939 2.12915 1.05893 -0.1 -0.1 0.0 0.474
H 2.70634 0.74017 1.57071 0.1 -0.1 -0.1 0.161
H 4.26277 0.50373 0.73926 -0.1 0.0 0.0 0.170
H 3.30300 1.67601 -1.29743 0.0 -0.1 0.0 0.422
H 1.76753 1.82318 -0.46092 0.1 -0.1 0.0 0.420
H 2.78666 -2.04999 0.53458 0.1 0.0 0.0 0.366
H -1.68004 1.08552 -0.87656 0.1 0.0 -0.1 0.574
H -1.39618 -0.53271 -1.52833 0.1 0.0 0.1 0.369
H 0.31201 -0.79198 0.43359 0.0 0.1 -0.1 0.076
H -1.19692 0.82887 2.25878 0.0 0.1 -0.1 0.500
H -0.62422 1.93057 0.98301 0.0 -0.1 0.0 0.297
H 0.52617 0.97981 1.91801 -0.1 0.0 0.0 0.151
H -1.53917 -1.88159 0.41932 0.0 0.1 -0.1 0.312
C -5.57705 -0.73972 0.36863 0.0 0.0 0.0 -0.337
C -4.70091 0.27491 0.72871 0.0 0.0 -0.1 -0.427
C -5.16662 1.57903 0.83626 0.0 0.0 0.0 -0.421
C -6.50298 1.86687 0.59349 0.0 0.0 0.0 -0.457
C -7.37763 0.84876 0.23876 0.0 0.0 0.0 -0.342
C -6.91344 -0.45459 0.12435 0.0 0.0 0.0 -0.512
H -5.21383 -1.75597 0.28208 0.0 0.0 0.0 0.390
H -3.66301 0.03657 0.92492 0.0 0.0 -0.1 0.606
H -4.48348 2.37288 1.11276 0.0 0.0 0.0 0.386
H -6.86319 2.88445 0.67919 0.0 0.0 0.0 0.365
H -8.42014 1.07151 0.04890 0.0 0.0 0.0 0.355
H -7.59414 -1.24825 -0.15700 0.0 0.0 0.0 0.360
C 0.72414 -5.28183 -2.36726 -0.2 -0.1 0.1 -0.358
C 0.25074 -6.58587 -2.30322 0.0 0.0 0.0 -0.468
C 1.13718 -7.64733 -2.16888 0.0 0.0 0.0 -0.346
C 2.50102 -7.40312 -2.07916 0.0 0.0 0.0 -0.321
C 2.97451 -6.09761 -2.13173 0.0 0.0 -0.1 -0.529
C 2.08691 -5.04223 -2.28787 0.0 0.1 0.1 -0.024
H 0.04914 -4.44023 -2.44870 0.0 0.0 0.0 0.380
H -0.81485 -6.77597 -2.35106 0.0 0.0 0.0 0.349
H 0.76525 -8.66408 -2.12414 0.0 0.0 0.0 0.340
H 3.19334 -8.22847 -1.96412 0.0 0.0 0.0 0.346
H 4.03730 -5.90264 -2.05450 0.0 0.0 0.0 0.371
H 2.43381 -4.01836 -2.33534 0.1 0.0 0.0 0.221
C -3.42286 -1.21803 3.92838 0.0 0.0 -0.1 -0.167
C -2.90303 -1.93913 4.99525 0.0 0.0 0.0 -0.617
C -3.47777 -1.83471 6.25465 0.0 0.0 0.0 -0.366
C -4.57578 -1.00731 6.44966 0.0 0.0 0.0 -0.375
C -5.09609 -0.28568 5.38420 0.0 0.0 0.0 -0.542
C -4.52169 -0.39194 4.12432 0.0 0.1 0.1 -0.019
H -2.96654 -1.29264 2.94737 0.0 0.0 0.0 0.376
H -2.04573 -2.58249 4.84257 0.0 0.0 0.0 0.392
H -3.06848 -2.39601 7.08533 0.0 0.0 0.0 0.357
H -5.02457 -0.92498 7.43180 0.0 0.0 0.0 0.355
H -5.95247 0.35998 5.53433 0.0 0.0 0.0 0.375
H -4.92442 0.17552 3.29567 0.0 0.0 0.0 0.211
C 7.55375 2.73273 2.63014 0.0 0.0 0.0 -0.475
C 7.57797 3.32646 3.88493 0.0 0.0 0.0 -0.321
C 6.67276 2.92754 4.85842 0.0 0.0 0.0 -0.361
C 5.74590 1.93293 4.57724 0.0 0.0 0.0 -0.430
C 5.72252 1.33908 3.32291 0.0 0.0 0.0 -0.321
C 6.62570 1.74007 2.34800 0.0 0.0 0.0 -0.233
H 8.25773 3.04476 1.86924 0.0 0.0 0.0 0.365
H 8.30217 4.10110 4.10388 0.0 0.0 0.0 0.351
H 6.68849 3.39279 5.83607 0.0 0.0 0.0 0.352
H 5.03950 1.62104 5.33614 0.0 0.0 0.0 0.359
H 4.99990 0.56481 3.10072 0.0 0.0 0.0 0.391
H 6.60321 1.27825 1.36883 0.0 0.0 0.0 0.331
C -0.80167 5.17633 -4.93599 0.0 0.0 0.0 -0.538
C -0.99485 5.81373 -6.15445 0.0 0.0 0.0 -0.295
C -1.29308 5.06825 -7.28656 0.0 0.0 0.0 -0.402
C -1.39932 3.68651 -7.19820 0.0 0.0 0.0 -0.382
C -1.20797 3.04999 -5.97979 0.0 0.0 0.0 -0.446
C -0.90918 3.79550 -4.84797 0.0 0.0 0.0 -0.197
H -0.56274 5.75610 -4.05334 0.0 0.0 0.0 0.354
H -0.90991 6.89131 -6.22229 0.0 0.0 0.0 0.347
H -1.43839 5.56350 -8.23871 0.0 0.0 0.0 0.344
H -1.62762 3.10366 -8.08170 0.0 0.0 0.0 0.352
H -1.28086 1.97259 -5.90791 0.0 0.0 0.0 0.396
H -0.74560 3.29312 -3.90323 0.0 0.0 0.0 0.454
```
Forces are in eV/Å.

## Properties
* ΔE to the lowest compared entry with this formula, charge and spin: 0.0 kcal per mole
* energy: -76287.7626 eV
* charge: -1
* gap between HOMO and LUMO: 8.05 eV
* lowest unoccupied orbital energy: 2.26 eV
* spin multiplicity: 1
* HOMO energy: -0.2127 Ha


> What is the energy in the first record?

-20306.4841 eV